1.
The following is a quantum chemistry calculation of C20H27FN4O2 in the gas phase, from the Open Molecules 2025 dataset.

Each line ends with the natural charge from an NBO analysis.
Element x y z (Å)
O (1.621, 1.365, -1.669)  -0.603
C (1.691, 0.781, -2.723)  0.707
N (0.669, 0.203, -3.409)  -0.472
C (1.104, -0.400, -4.605)  0.802
O (0.399, -1.001, -5.376)  -0.622
N (2.424, -0.136, -4.714)  -0.437
C (3.322, -0.739, -5.664)  -0.213
C (4.302, -1.665, -4.941)  -0.407
H (5.045, -2.030, -5.650)  0.216
C (4.981, -0.917, -3.794)  -0.400
C (3.933, -0.403, -2.808)  -0.396
H (4.395, 0.146, -1.988)  0.229
H (3.384, -1.250, -2.387)  0.203
C (2.948, 0.515, -3.543)  -0.132
H (3.445, 1.457, -3.807)  0.218
H (5.675, -1.580, -3.277)  0.218
H (5.551, -0.075, -4.193)  0.198
H (3.758, -2.525, -4.544)  0.204
H (2.715, -1.285, -6.389)  0.241
H (3.871, 0.055, -6.183)  0.190
C (-0.720, 0.158, -3.002)  -0.228
C (-1.056, -1.153, -2.290)  -0.403
C (-0.528, -1.148, -0.852)  -0.216
N (-1.269, -0.186, -0.061)  -0.468
C (-2.390, -0.778, 0.648)  -0.215
C (-2.834, 0.083, 1.827)  -0.220
N (-1.760, 0.184, 2.789)  -0.452
C (-1.992, 0.386, 4.123)  0.263
C (-0.969, 0.193, 5.065)  -0.285
C (-1.192, 0.383, 6.413)  -0.257
C (-2.448, 0.763, 6.844)  0.350
C (-3.481, 0.959, 5.948)  -0.256
C (-3.252, 0.778, 4.599)  -0.289
H (-4.061, 0.962, 3.911)  0.214
H (-4.452, 1.262, 6.307)  0.226
F (-2.671, 0.946, 8.170)  -0.335
H (-0.401, 0.231, 7.131)  0.226
H (0.009, -0.128, 4.743)  0.215
C (-0.422, 0.217, 2.235)  -0.231
H (0.044, -0.780, 2.269)  0.176
C (-0.496, 0.702, 0.786)  -0.218
H (-0.971, 1.689, 0.775)  0.190
H (0.504, 0.823, 0.370)  0.237
H (0.198, 0.907, 2.814)  0.208
H (-3.689, -0.405, 2.301)  0.214
H (-3.155, 1.070, 1.464)  0.183
H (-3.229, -0.896, -0.047)  0.198
H (-2.135, -1.781, 1.034)  0.169
H (-0.606, -2.165, -0.433)  0.177
H (0.528, -0.873, -0.863)  0.199
H (-0.631, -1.988, -2.850)  0.213
H (-2.139, -1.272, -2.273)  0.209
H (-1.321, 0.259, -3.909)  0.227
H (-0.901, 0.996, -2.326)  0.236

Output
molecular weight: 374.460 g mol⁻¹
HOMO: -7.4021 eV
largest force on an atom: 0.4 eV/A
energy above the lowest of the compared OMol25 structures with the same formula, charge and spin: 0.0 kJ/mol
multiplicity: 1
SMILES: O=C1[C@H]2CCCCN2C(=O)N1CCCN1CCN(c2ccc(F)cc2)CC1
energy: -1247.7351 Ha
frontier orbital gap: 8.10 eV

---

2.
The following is a quantum chemistry calculation of 13 unconnected molecules or ions with the total composition C20H66N4O13 at a distorted geometry, from the Open Molecules 2025 dataset.

Each line ends with the Löwdin charge.
Element x y z (Å)
C (-0.477, -4.293, -2.596)  -0.068
C (0.957, -4.835, -2.921)  -0.275
O (1.597, -4.027, -3.911)  -0.065
H (-1.235, -4.294, -3.387)  0.074
H (-0.402, -3.293, -2.332)  0.009
H (-0.818, -4.849, -1.771)  0.058
H (0.825, -5.841, -3.387)  0.117
H (1.530, -4.909, -2.008)  0.091
H (2.480, -4.309, -3.982)  0.044
C (-2.623, -1.865, -2.569)  -0.072
C (-4.029, -1.388, -2.272)  -0.299
O (-4.172, -0.244, -1.476)  -0.076
H (-2.541, -2.723, -3.262)  0.076
H (-2.084, -2.089, -1.689)  0.021
H (-2.071, -1.013, -3.021)  0.078
H (-4.454, -2.202, -1.661)  0.109
H (-4.634, -1.177, -3.119)  0.107
H (-3.718, -0.326, -0.639)  0.002
C (-1.286, -2.901, 1.115)  -0.047
C (-0.470, -2.342, 2.284)  -0.221
O (-0.704, -0.912, 2.338)  -0.111
H (-2.337, -3.001, 1.229)  0.055
H (-0.970, -3.952, 0.936)  0.098
H (-1.099, -2.352, 0.225)  0.040
H (0.624, -2.533, 2.388)  0.102
H (-0.817, -2.767, 3.209)  0.107
H (-0.215, -0.641, 3.110)  0.097
C (2.381, -2.201, -0.742)  -0.057
C (3.709, -3.029, -0.849)  -0.312
O (4.140, -3.153, -2.171)  -0.068
H (1.961, -2.295, 0.215)  0.030
H (1.698, -2.440, -1.514)  0.048
H (2.725, -1.138, -0.896)  0.075
H (3.526, -4.018, -0.399)  0.104
H (4.494, -2.548, -0.212)  0.112
H (5.026, -2.773, -2.291)  0.093
C (-1.680, 4.059, 3.397)  -0.047
C (-1.985, 2.521, 3.298)  -0.256
O (-1.011, 1.919, 2.387)  -0.122
H (-1.684, 4.517, 2.365)  0.082
H (-0.653, 4.169, 3.848)  0.083
H (-2.339, 4.582, 4.056)  0.057
H (-3.000, 2.413, 3.001)  0.072
H (-1.945, 2.020, 4.237)  0.096
H (-1.223, 0.939, 2.333)  0.060
C (-4.853, -1.077, 1.624)  -0.054
C (-4.036, 0.216, 1.479)  -0.244
O (-2.826, -0.088, 0.771)  -0.148
H (-5.316, -1.152, 2.612)  0.077
H (-4.213, -1.933, 1.627)  0.040
H (-5.551, -1.351, 0.772)  0.103
H (-3.882, 0.632, 2.413)  0.075
H (-4.643, 0.910, 0.859)  0.127
H (-2.233, -0.405, 1.471)  0.050
C (3.546, -1.104, 2.435)  -0.083
C (3.415, -2.570, 2.887)  -0.311
O (4.520, -3.023, 3.664)  -0.079
H (4.395, -0.950, 1.837)  0.041
H (3.630, -0.430, 3.294)  0.087
H (2.702, -0.817, 1.834)  0.040
H (3.140, -3.178, 2.016)  0.098
H (2.558, -2.541, 3.547)  0.090
H (4.358, -2.745, 4.610)  0.117
C (3.755, 1.589, -1.451)  -0.602
O (2.772, 2.480, -1.887)  -0.139
N (4.605, 1.014, -2.248)  0.162
N (3.759, 1.113, -0.269)  0.188
H (4.562, 1.278, -3.254)  0.146
H (5.294, 0.316, -1.934)  0.125
H (2.998, 1.330, 0.390)  0.068
H (4.496, 0.518, 0.095)  0.116
C (0.647, 4.834, -0.184)  -0.610
O (0.095, 6.010, 0.303)  -0.149
N (0.053, 3.669, -0.120)  0.181
N (1.774, 4.855, -0.879)  0.146
H (-0.669, 3.559, 0.573)  0.071
H (0.239, 2.874, -0.737)  0.097
H (2.362, 5.681, -0.685)  0.127
H (2.202, 4.025, -1.274)  0.031
C (-3.230, 3.136, -0.406)  -0.114
O (-3.791, 4.312, 0.277)  -0.117
H (-2.632, 2.620, 0.368)  0.049
H (-2.444, 3.407, -1.130)  0.068
H (-4.025, 2.595, -0.927)  0.085
H (-4.503, 3.987, 0.792)  0.035
C (-0.905, 1.788, -3.804)  -0.120
O (-1.630, 3.064, -3.808)  -0.131
H (0.042, 1.916, -3.276)  0.057
H (-0.657, 1.475, -4.824)  0.077
H (-1.403, 0.996, -3.226)  0.048
H (-1.056, 3.788, -3.515)  0.072
C (2.253, 2.501, 2.053)  -0.161
O (1.641, 1.426, 1.465)  -0.179
H (2.362, 3.245, 1.282)  0.064
H (3.232, 2.117, 2.353)  0.088
H (1.639, 3.006, 2.811)  0.095
H (0.713, 1.686, 1.320)  0.051
C (0.308, 0.133, -0.950)  -0.161
O (-0.794, 1.000, -0.686)  -0.147
H (0.613, -0.372, -0.033)  0.050
H (1.165, 0.542, -1.452)  0.065
H (-0.017, -0.774, -1.447)  0.060
H (-1.539, 0.399, -0.326)  0.083

Output
molecular weight: 570.763 g mol⁻¹
HOMO: -8.0698 eV
largest force on an atom: 7.8 eV/A
energy above the lowest of the compared OMol25 structures with the same formula, charge and spin: 69.6 kJ/mol
multiplicity: 1
energy: -1998.5438 Ha
frontier orbital gap: 7.86 eV